{
  "formula": "C54H42BrCrF8O4",
  "method": "ωB97M-V/def2-TZVPD",
  "species": ["Cr", "Br", "C", "C", "C", "O", "C", "C", "C", "O", "O", "O", "H", "H", "F", "C", "C", "C", "C", "C", "C", "H", "H", "H", "H", "H", "F", "C", "C", "C", "C", "C", "C", "H", "H", "H", "H", "H", "F", "C", "C", "C", "C", "C", "C", "H", "H", "H", "H", "H", "F", "C", "C", "C", "C", "C", "C", "H", "H", "H", "H", "H", "F", "C", "C", "C", "C", "C", "C", "H", "H", "H", "H", "H", "F", "C", "C", "C", "C", "C", "C", "H", "H", "H", "H", "H", "F", "C", "C", "C", "C", "C", "C", "H", "H", "H", "H", "H", "F", "C", "C", "C", "C", "C", "C", "H", "H", "H", "H", "H"],
  "coordinates": [[-0.14684, -1.90206, -2.14976], [0.73720, -0.02876, -0.67853], [1.64485, -3.98002, -5.47198], [1.17187, -5.06004, -6.30984], [-0.21804, -5.85633, -5.96882], [-0.68442, -6.80626, -6.57313], [-0.98323, -5.27184, -4.89778], [-0.44935, -4.28143, -4.11458], [0.90101, -3.55906, -4.44846], [1.26108, -2.45240, -3.82733], [-1.18106, -3.86007, -3.12627], [1.85943, -5.44894, -7.27583], [2.54363, -3.40153, -5.62673], [-1.94668, -5.74198, -4.76690], [-0.59798, -0.11722, -3.65025], [0.00764, 0.53318, -4.65014], [0.70330, 1.64175, -4.34309], [1.20105, 2.49080, -5.37790], [1.10505, 2.04422, -6.70838], [0.48053, 0.82255, -6.95028], [0.00534, 0.08759, -5.87938], [0.66170, 1.99589, -3.32366], [1.78059, 3.36478, -5.11966], [1.45741, 2.67916, -7.50781], [0.40211, 0.49189, -7.97542], [-0.55373, -0.79814, -6.14265], [1.39800, 7.24708, -2.06233], [0.86348, 6.11754, -1.57180], [-0.46916, 6.08555, -1.13629], [-0.91180, 4.97090, -0.38615], [-0.08212, 3.88673, -0.36778], [1.19819, 3.83607, -0.85803], [1.70395, 4.97766, -1.43478], [-1.12363, 6.93424, -1.26968], [-1.88430, 5.10506, 0.06401], [-0.32405, 3.04397, 0.26278], [1.87537, 2.99757, -0.92692], [2.73855, 4.99371, -1.74418], [3.01911, 4.72718, 1.47698], [3.90109, 3.77104, 1.77858], [3.27682, 2.53611, 1.99181], [4.11730, 1.40415, 2.14845], [5.56410, 1.57901, 2.23371], [6.05743, 2.85516, 2.07437], [5.25927, 3.89416, 1.79892], [2.20941, 2.38758, 1.92123], [3.57155, 0.47825, 2.25451], [6.25692, 0.80030, 2.51657], [7.13331, 2.93291, 2.02086], [5.52683, 4.88106, 1.45127], [-0.94981, -3.01789, -0.51675], [-1.58315, -3.40989, 0.62000], [-2.13691, -2.46815, 1.43741], [-2.64150, -2.82305, 2.65239], [-2.46642, -4.13348, 3.09189], [-1.97447, -5.08631, 2.25867], [-1.47296, -4.74892, 1.10457], [-2.27097, -1.42844, 1.17772], [-3.04332, -1.99066, 3.21102], [-2.74032, -4.32402, 4.11907], [-1.96028, -6.09724, 2.63844], [-1.01050, -5.51444, 0.49917], [-2.21513, -0.88045, -1.71175], [-2.97208, 0.21722, -1.37975], [-4.32045, -0.02517, -0.96582], [-5.17430, 1.07522, -0.79084], [-4.76749, 2.44206, -0.92622], [-3.43414, 2.62997, -1.30931], [-2.59584, 1.56878, -1.53664], [-4.68175, -1.04140, -0.90991], [-6.16922, 0.94956, -0.38990], [-5.35423, 3.34134, -0.81036], [-3.06249, 3.64168, -1.37789], [-1.66742, 1.82791, -2.02374], [1.38718, -3.56656, -1.16079], [1.96611, -4.24840, -0.12972], [2.68464, -3.57695, 0.83521], [3.27244, -4.25290, 1.89292], [3.15278, -5.60329, 1.92420], [2.54288, -6.29718, 0.94318], [1.84122, -5.64779, -0.07680], [2.87370, -2.51623, 0.76079], [3.64651, -3.63034, 2.69222], [3.46054, -6.09004, 2.83785], [2.39323, -7.36192, 1.04481], [1.30167, -6.20687, -0.82693], [-1.06620, 0.86305, 7.94058], [-0.64778, 0.51198, 6.71064], [-0.86290, -0.74518, 6.24112], [-0.44613, -1.08715, 4.92144], [0.28492, -0.20596, 4.14956], [0.49478, 1.05728, 4.61381], [-0.02622, 1.43430, 5.91492], [-1.28351, -1.49018, 6.90026], [-0.70491, -1.99904, 4.40386], [0.75998, -0.58733, 3.25778], [1.06906, 1.83012, 4.12460], [0.19279, 2.42697, 6.27967], [-3.82073, 4.64422, 4.66590], [-3.17071, 3.85273, 3.81926], [-3.85671, 2.94325, 3.02014], [-3.15003, 2.01755, 2.22529], [-1.80692, 2.10432, 2.24201], [-1.05622, 3.05160, 2.95261], [-1.77568, 3.96575, 3.70260], [-4.92370, 2.88334, 3.17617], [-3.71906, 1.40469, 1.54191], [-1.15171, 1.41262, 1.73345], [0.00952, 3.22400, 2.98203], [-1.23771, 4.75261, 4.21040]],
  "s_squared": 6.01,
  "energy_ev": -185072.1737,
  "e_homo_ev": [-4.29, -4.31],
  "total_charge": -1,
  "lumo_energy_ev": [1.9, 1.9],
  "orbital_gap_ev": [6.207, 6.220],
  "spin_multiplicity": 5
}

---

{
  "formula": "C12H40BNO4",
  "method": "ωB97M-V/def2-TZVPD",
  "species": ["N", "H", "H", "H", "H", "B", "H", "H", "H", "H", "C", "C", "C", "O", "H", "H", "H", "H", "H", "H", "H", "H", "C", "C", "C", "O", "H", "H", "H", "H", "H", "H", "H", "H", "C", "C", "C", "O", "H", "H", "H", "H", "H", "H", "H", "H", "C", "C", "C", "O", "H", "H", "H", "H", "H", "H", "H", "H"],
  "coordinates": [[26.10149, 28.02363, 28.77799], [26.33908, 27.99338, 29.80054], [26.05280, 27.05982, 28.37017], [26.74090, 28.63562, 28.25502], [25.12903, 28.36434, 28.68355], [25.40474, 25.58399, 27.24144], [26.49433, 25.98105, 27.28745], [25.45387, 24.61996, 26.60600], [25.04572, 25.37176, 28.32198], [24.74829, 26.37117, 26.70312], [27.14443, 32.00350, 25.81660], [27.34288, 31.36919, 27.19837], [26.29573, 31.87857, 28.17756], [27.14446, 29.95840, 27.08834], [27.47169, 33.04389, 25.79146], [26.11544, 32.00448, 25.45134], [27.72335, 31.44027, 25.07828], [28.36113, 31.67401, 27.45777], [26.41163, 32.94713, 28.34880], [26.22500, 31.31976, 29.11526], [25.27735, 31.68230, 27.82919], [27.62703, 29.68275, 26.29847], [21.13192, 25.78723, 30.13724], [22.20382, 25.40176, 29.13429], [21.63663, 25.00751, 27.78247], [23.02963, 26.56552, 28.94434], [20.88735, 26.84982, 30.04965], [21.30804, 25.61034, 31.20080], [20.14047, 25.33763, 30.00785], [22.81037, 24.55445, 29.47373], [21.00413, 24.13198, 27.97060], [22.39300, 24.63325, 27.09050], [21.13193, 25.83850, 27.29037], [23.84989, 26.15540, 28.54316], [22.89639, 28.69256, 25.96502], [22.89291, 29.72988, 27.07032], [21.41810, 29.94309, 27.51532], [23.54365, 29.16298, 28.21322], [23.90590, 28.48347, 25.60964], [22.38781, 29.03761, 25.05342], [22.31869, 27.78907, 26.16254], [23.33656, 30.65733, 26.71734], [20.87328, 30.70806, 26.94957], [21.36230, 30.34579, 28.52724], [20.83821, 29.02897, 27.39471], [23.12154, 28.28855, 28.33601], [26.17036, 25.76725, 31.55876], [26.50099, 27.05104, 32.32849], [27.63757, 26.78695, 33.29306], [26.87500, 28.08612, 31.38714], [25.38519, 25.92933, 30.82253], [25.71355, 25.15032, 32.34328], [27.01625, 25.17906, 31.21068], [25.65411, 27.43024, 32.90032], [28.58565, 26.70373, 32.75928], [27.42186, 25.89732, 33.88539], [27.70542, 27.57183, 34.05127], [27.82947, 28.21116, 31.43247]],
  "relative_energy_kcal_mol": 1.2,
  "energy_ev": -23447.1788,
  "e_homo_ev": -8.96,
  "lumo_energy_ev": 0.4,
  "orbital_gap_ev": 9.347,
  "spin_multiplicity": 1
}

---

{
  "formula": "C5H10O",
  "method": "ωB97M-V/def2-TZVPD",
  "species": ["C", "C", "C", "H", "H", "H", "H", "H", "H", "C", "C", "O", "H", "H", "H", "H"],
  "coordinates": [[-1.70126, 0.13415, -0.41977], [-1.33213, -0.52409, 0.68768], [-0.77353, -1.93400, 0.70463], [-1.37309, 1.15391, -0.60867], [-2.36352, -0.30119, -1.15572], [-0.94369, 0.10498, 1.48436], [-1.33534, -2.72364, 1.19064], [0.17791, -1.86128, 1.26044], [-0.49726, -2.20940, -0.32810], [1.45871, 1.72759, -0.81793], [1.41514, 0.48871, 0.07987], [1.41407, 0.55395, 1.28125], [0.73124, 2.46708, -0.45574], [2.51184, 2.00796, -0.73083], [1.07590, 1.41972, -1.79226], [1.53500, -0.50444, -0.37987]],
  "relative_energy_kcal_mol": 55.7,
  "smiles": "C=CC.CC=O",
  "energy_ev": -7392.3519,
  "e_homo_ev": -9.10,
  "lumo_energy_ev": 0.9,
  "orbital_gap_ev": 10.003,
  "spin_multiplicity": 1
}

---

{
  "formula": "C4H11N2O",
  "method": "ωB97M-V/def2-TZVPD",
  "species": ["C", "C", "C", "C", "N", "N", "O", "H", "H", "H", "H", "H", "H", "H", "H", "H", "H", "H"],
  "coordinates": [[-3.25642, -0.14169, -0.38007], [1.71142, 1.81773, 0.34486], [-1.88448, -0.53609, 0.20672], [1.55559, 0.33388, 0.41085], [2.11267, -1.77360, -0.17203], [-0.74262, -0.02230, -0.09823], [2.24939, -0.45176, -0.40542], [-3.40877, 0.93464, -0.67786], [-4.10035, -0.37074, 0.20296], [-3.13317, -0.86178, -1.33676], [2.38511, 2.17172, -0.40121], [2.10537, 2.03368, 1.32046], [0.64018, 2.15024, 0.11646], [-1.85765, -1.49742, 0.79701], [1.39598, -0.19864, 1.30229], [2.29760, -2.30910, -1.04613], [2.70507, -2.08876, 0.61323], [-0.77493, 0.80998, -0.79712]],
  "relative_energy_kcal_mol": 128.4,
  "energy_ev": -9343.2901,
  "e_homo_ev": -14.30,
  "total_charge": 1,
  "lumo_energy_ev": -4.6,
  "orbital_gap_ev": 9.740,
  "spin_multiplicity": 1
}

---

{
  "formula": "C6H13IOS",
  "method": "ωB97M-V/def2-TZVPD",
  "species": ["C", "C", "C", "C", "C", "C", "O", "S", "I", "H", "H", "H", "H", "H", "H", "H", "H", "H", "H", "H", "H", "H"],
  "coordinates": [[0.71014, -2.22139, 0.36878], [0.34228, -0.86057, -1.80977], [1.86717, -0.08928, 0.22124], [-1.71532, 2.59942, 1.09826], [-0.66931, 0.03910, 0.38886], [0.60231, -0.90453, -0.26802], [-1.26748, 1.80582, -1.52493], [-0.54554, 1.78210, -0.20809], [-2.66758, -0.62226, 0.17256], [1.05132, -2.06758, 1.39168], [1.45151, -2.87641, -0.23151], [-0.25616, -2.73179, 0.65769], [0.69232, -1.77251, -2.34519], [0.97681, 0.13284, -2.17163], [-0.73943, -0.68068, -2.05688], [1.57707, 0.93938, 0.07716], [2.70562, -0.41328, -0.40161], [1.90906, -0.43357, 1.31640], [-1.81469, 2.00510, 1.98482], [-2.63127, 2.86938, 0.60465], [-1.10965, 3.44702, 1.32352], [-0.46918, 0.05369, 1.41201]],
  "relative_energy_kcal_mol": 0.0,
  "energy_ev": -27413.7646,
  "e_homo_ev": -9.12,
  "lumo_energy_ev": 0.4,
  "orbital_gap_ev": 9.537,
  "spin_multiplicity": 1
}

---

{
  "formula": "C3H5NO2",
  "method": "ωB97M-V/def2-TZVPD",
  "species": ["O", "C", "C", "N", "C", "O", "H", "H", "H", "H", "H"],
  "coordinates": [[-1.17478, -0.70983, -1.58336], [-1.37243, -0.02544, -0.62211], [-0.59436, -0.20157, 0.68153], [0.80084, -0.42041, 0.43148], [1.49379, 0.53442, -0.22475], [1.02791, 1.61456, -0.51131], [-2.13665, 0.77141, -0.63192], [-0.72969, 0.66923, 1.32829], [-0.96428, -1.09446, 1.17705], [1.13914, -1.36418, 0.47608], [2.51051, 0.22627, -0.52098]],
  "relative_energy_kcal_mol": 20.9,
  "smiles": "O=CCNC=O",
  "energy_ev": -8776.7867,
  "e_homo_ev": -9.86,
  "lumo_energy_ev": 0.8,
  "orbital_gap_ev": 10.649,
  "spin_multiplicity": 1
}

---

no.,F_max (eV Å⁻¹)
1,5.9
2,2.6
3,1.9
4,3.8
5,3.7
6,0.6